{
  "formula": "C21H22N4PdS2SbSe4",
  "method": "the ωB97M-V functional and the def2-TZVPD basis",
  "multiplicity": 3,
  "homo_lumo_gap_ev": [5.803, 5.389],
  "e_above_lowest_kj_mol": 77.1,
  "total_energy_ha": -11802.7794,
  "charge": -1,
  "e_homo_ev": [-4.38, -4.41],
  "symbols": ["C", "C", "H", "S", "C", "C", "H", "H", "C", "C", "C", "Se", "C", "H", "C", "C", "S", "C", "N", "Sb", "H", "H", "H", "N", "H", "H", "C", "H", "H", "H", "H", "Se", "H", "N", "C", "H", "H", "Se", "H", "C", "C", "Pd", "C", "H", "H", "H", "C", "C", "Se", "C", "H", "C", "H", "N", "C"],
  "positions_angstrom": [[-2.3426, 3.0540, -4.6541], [-3.5793, -2.9917, -3.6884], [-1.4942, -2.5232, -3.4629], [-0.8917, 1.4885, -1.2735], [-0.6682, -0.3136, 4.3010], [-1.0252, 2.7377, -4.9861], [-3.2550, -0.1548, -4.5047], [-3.3298, 4.3679, -7.6196], [0.6900, -0.1721, 4.4629], [-4.2427, -3.7400, -5.8845], [-1.9470, -3.1728, -5.4562], [2.5287, 0.1507, -0.4448], [-2.9372, -3.6113, -6.3300], [1.2417, -0.1749, 5.3867], [-3.1641, 3.6376, -5.6069], [-0.5436, 3.0078, -6.2550], [-1.7507, -1.4317, -0.3614], [-2.2659, -2.8651, -4.1449], [-3.7994, -1.1641, -2.0563], [4.3687, 0.4776, -2.1694], [-5.5816, -3.5352, -4.2152], [-1.7732, -0.3321, 2.4756], [-4.8878, -2.9576, -1.9708], [0.2140, -0.0721, 2.2656], [-5.2603, 0.3208, -2.2579], [2.2061, 0.1051, 2.8103], [-4.6524, -0.3339, -2.8913], [-2.6863, -3.8558, -7.3542], [-3.8543, 3.1458, -3.1270], [-2.1943, 3.1761, -2.5260], [-4.4206, 1.1709, -4.4271], [4.2964, 2.6670, -3.0950], [-3.1750, -3.0788, -1.5898], [-0.9034, -0.2469, 2.9751], [-3.8922, -2.6118, -2.2599], [-5.3220, -0.9763, -3.4617], [-4.1882, 3.8876, -5.3495], [6.2188, -0.4382, -0.9975], [-1.4670, -0.4506, 5.0102], [-2.8500, 2.7297, -3.2705], [-2.2308, 0.6935, -2.0002], [0.2655, -0.2214, -0.3481], [1.1916, -0.0286, 3.1522], [-5.0159, -4.0843, -6.5598], [-0.9237, -3.0763, -5.7956], [-0.9938, 3.8030, -8.1994], [-2.6819, 3.9090, -6.8832], [-4.5603, -3.4289, -4.5662], [3.8397, -1.1375, -4.0436], [-3.8054, 0.5028, -3.8245], [0.4831, 2.7673, -6.4988], [-2.6434, -0.6045, -1.5627], [-0.3816, 2.2842, -4.2398], [-2.8861, 1.2957, -3.0322], [-1.3728, 3.5930, -7.2073]],
  "mulliken_spin": [0.00, 0.00, 0.00, 0.11, 0.00, 0.00, 0.00, 0.00, 0.00, 0.00, 0.00, 0.03, 0.00, 0.00, 0.00, 0.00, 0.18, 0.01, 0.11, -0.04, 0.00, 0.00, 0.00, 0.00, 0.00, 0.00, -0.01, 0.00, 0.00, 0.00, 0.00, 0.05, 0.00, 0.00, 0.00, 0.00, 0.00, 0.04, 0.00, -0.01, 0.19, 0.01, 0.00, 0.00, 0.00, 0.00, 0.00, 0.00, 0.96, 0.01, 0.00, 0.21, -0.01, 0.12, 0.00]
}